Model w:
A molecular structure, C34H34N3O5P2Pt, computed with wB97M-V/def2-TZVPD.

Computed properties:
HOMO-LUMO gap = 0.23912 Eh
2S+1 = 1
net charge = -1

Cartesian coordinates (Å):
Pt1 0.159 -0.582 1.013
C1 3.914 -1.807 -0.025
C2 3.483 -0.502 -0.595
N1 2.241 -0.090 -0.674
C3 2.285 1.166 -1.236
C4 3.586 1.502 -1.502
N2 4.331 0.432 -1.092
C5 4.278 2.692 -2.088
O1 3.513 3.658 -2.457
O2 5.498 2.647 -2.188
C6 1.039 1.974 -1.444
O3 1.213 3.131 -1.977
O4 -0.036 1.508 -1.078
H1 3.077 -2.204 0.547
H2 4.771 -1.691 0.641
H3 4.184 -2.520 -0.808
H4 5.336 0.417 -1.166
H5 2.403 3.405 -2.234
C7 -2.509 -2.380 2.532
N3 -2.500 -2.166 1.086
P1 -2.709 -0.526 0.478
C8 -4.369 -0.705 -0.336
C9 -5.502 -1.247 0.271
C10 -6.685 -1.396 -0.435
C11 -6.754 -1.003 -1.768
C12 -5.634 -0.468 -2.384
C13 -4.449 -0.325 -1.671
C14 -3.156 0.639 1.828
C15 -4.048 0.453 2.883
C16 -4.319 1.483 3.772
C17 -3.717 2.724 3.605
C18 -2.837 2.925 2.552
C19 -2.545 1.887 1.678
P2 -0.937 -2.393 0.298
C20 -1.580 -2.610 -1.426
C21 -0.974 -1.827 -2.405
C22 -1.403 -1.897 -3.724
C23 -2.448 -2.745 -4.068
C24 -3.064 -3.519 -3.091
C25 -2.631 -3.450 -1.775
C26 -0.491 -4.136 0.644
C27 0.842 -4.492 0.453
C28 1.260 -5.803 0.616
C29 0.345 -6.779 0.990
C30 -0.984 -6.435 1.194
C31 -1.400 -5.122 1.017
H6 -3.539 -2.460 2.887
H7 -1.991 -1.584 3.078
H8 -2.002 -3.316 2.778
H9 -5.460 -1.573 1.303
H10 -7.556 -1.822 0.051
H11 -7.677 -1.120 -2.322
H12 -5.675 -0.170 -3.425
H13 -3.563 0.071 -2.156
H14 -4.538 -0.501 3.022
H15 -5.005 1.321 4.595
H16 -3.936 3.530 4.295
H17 -2.368 3.893 2.416
H18 -1.831 2.020 0.870
H19 -0.194 -1.132 -2.110
H20 -0.934 -1.277 -4.478
H21 -2.794 -2.795 -5.093
H22 -3.894 -4.164 -3.352
H23 -3.132 -4.031 -1.010
H24 1.552 -3.722 0.173
H25 2.299 -6.063 0.457
H26 0.664 -7.805 1.126
H27 -1.699 -7.194 1.487
H28 -2.442 -4.858 1.165
C32 1.063 2.483 1.972
O5 1.381 1.442 2.909
C33 0.961 0.227 2.635
C34 1.306 -0.636 3.817
H29 1.944 3.113 1.876
H30 0.232 3.059 2.378
H31 0.763 2.055 1.019
H32 0.893 -0.205 4.735
H33 2.397 -0.653 3.925
H34 0.942 -1.646 3.673


Model x:
A molecular structure, C34H34N3O5P2Pt, computed with wB97M-V/def2-TZVPD.

Computed properties:
HOMO-LUMO gap = 0.24317 Eh
2S+1 = 1
net charge = -1

Cartesian coordinates (Å):
Pt1 -0.564 -1.464 1.070
C1 -0.421 1.527 3.872
C2 0.932 1.927 3.396
N1 1.722 1.199 2.643
C3 2.844 1.968 2.421
C4 2.715 3.184 3.054
N2 1.504 3.125 3.677
C5 3.478 4.484 3.110
O1 4.545 4.538 2.433
O2 2.958 5.376 3.795
C6 3.946 1.483 1.548
O3 4.893 2.352 1.263
O4 3.962 0.350 1.107
H1 -0.658 0.550 3.456
H2 -1.186 2.232 3.539
H3 -0.464 1.479 4.963
H4 1.161 3.909 4.209
H5 4.754 3.271 1.740
C7 -0.788 0.135 -3.053
N3 -0.674 -0.396 -1.707
P1 -0.079 -1.897 -1.155
C8 -0.986 -3.115 -2.162
C9 -0.450 -4.345 -2.531
C10 -1.228 -5.279 -3.201
C11 -2.551 -4.996 -3.508
C12 -3.098 -3.775 -3.135
C13 -2.322 -2.843 -2.463
C14 1.621 -1.958 -1.804
C15 2.628 -1.543 -0.934
C16 3.932 -1.386 -1.392
C17 4.231 -1.653 -2.719
C18 3.234 -2.073 -3.594
C19 1.934 -2.223 -3.140
P2 -1.016 0.413 -0.243
C20 -2.682 1.097 -0.557
C21 -2.934 2.251 -1.296
C22 -4.240 2.638 -1.565
C23 -5.303 1.874 -1.106
C24 -5.061 0.720 -0.373
C25 -3.757 0.338 -0.096
C26 0.059 1.880 -0.233
C27 -0.295 3.022 0.488
C28 0.608 4.059 0.656
C29 1.888 3.960 0.125
C30 2.247 2.832 -0.595
C31 1.337 1.800 -0.778
H6 -0.311 -0.545 -3.761
H7 -0.286 1.104 -3.130
H8 -1.835 0.260 -3.344
H9 0.580 -4.579 -2.289
H10 -0.796 -6.231 -3.484
H11 -3.154 -5.724 -4.035
H12 -4.131 -3.549 -3.366
H13 -2.751 -1.892 -2.165
H14 2.403 -1.304 0.102
H15 4.679 -1.031 -0.695
H16 5.245 -1.529 -3.080
H17 3.471 -2.278 -4.631
H18 1.162 -2.553 -3.825
H19 -2.107 2.849 -1.658
H20 -4.426 3.540 -2.135
H21 -6.321 2.181 -1.315
H22 -5.889 0.125 -0.007
H23 -3.548 -0.548 0.498
H24 -1.282 3.092 0.935
H25 0.332 4.933 1.233
H26 2.612 4.744 0.308
H27 3.254 2.733 -0.982
H28 1.640 0.913 -1.321
C32 -2.724 -3.180 2.768
O5 -1.562 -2.851 3.517
C33 -0.605 -2.167 2.871
C34 0.541 -1.964 3.819
H29 -3.167 -4.059 3.234
H30 -2.452 -3.380 1.730
H31 -3.431 -2.347 2.804
H32 0.180 -1.627 4.797
H33 1.251 -1.245 3.415
H34 1.052 -2.920 3.968


The structure with the greatest stability is model x.